Below is a structure of composition C34H44AlN6O6Si, with properties calculated with ωB97M-V/def2-TZVPD.

```
92
Properties=species:S:1:pos:R:3:forces:R:3:lowdin_charge:R:1
C 3.780636 -2.170964 -0.384401 0.0135 -0.0086 0.0045 -0.02
C 0.614137 1.332250 5.935158 0.0018 -0.0072 -0.0014 -0.15
H 3.985975 1.715831 0.361730 0.0015 0.0022 0.0046 0.13
C -3.224733 1.039963 1.555547 -0.0127 0.0026 -0.0127 -0.02
C 4.467015 -4.087163 -1.666311 0.0022 -0.0101 -0.0027 -0.07
C 0.632178 4.291417 -0.910499 -0.0013 -0.0028 -0.0026 -0.16
H -1.501249 -0.523647 -4.277827 -0.0070 -0.0027 0.0009 0.10
H 3.743274 -1.617310 0.541336 -0.0036 0.0064 -0.0001 0.11
O 2.319888 0.122472 -0.212056 -0.0227 -0.0155 -0.0152 -0.04
N 2.018624 0.158016 -2.440973 0.0082 0.0136 -0.0415 0.10
H 0.106804 -4.297134 -1.709835 -0.0014 -0.0030 0.0017 0.09
O -0.266432 -2.115844 -0.319021 0.0699 -0.0021 0.0208 -0.08
H 4.933498 -3.789437 0.405815 0.0017 -0.0010 0.0009 0.11
N 2.463356 2.954371 -0.227800 -0.0067 -0.0096 -0.0053 0.10
C 0.937581 0.347310 2.377791 -0.0059 -0.0122 0.0148 -0.05
H 0.748181 3.555302 4.420488 0.0006 -0.0021 0.0039 0.13
H 2.646645 6.222666 -0.961339 0.0009 0.0005 -0.0008 0.12
C -1.348484 5.417567 -1.608556 -0.0010 -0.0014 0.0039 -0.01
C -4.270068 -1.235151 1.677440 -0.0072 -0.0005 0.0069 -0.02
C 0.754116 1.398845 4.504946 0.0051 -0.0023 -0.0041 -0.20
H -4.405785 -1.258377 0.596724 -0.0002 0.0005 0.0004 0.08
H -3.688332 -0.053527 4.077453 -0.0017 -0.0024 0.0008 0.09
H -0.522467 -0.979270 -2.879799 0.0067 0.0066 0.0029 0.08
H -2.315490 1.617525 1.742817 0.0028 -0.0045 0.0060 0.08
O 1.403828 1.254010 -2.170564 0.0023 -0.0137 0.0395 -0.04
H -4.143219 -2.257495 2.036176 0.0022 0.0003 0.0060 0.09
C 0.469186 -3.360658 1.595217 0.0332 -0.0153 -0.0173 -0.02
C 0.585231 -4.287944 -0.729140 0.0034 -0.0075 -0.0098 -0.01
H 3.843081 -4.118324 -3.719834 -0.0014 0.0017 -0.0022 0.11
O -0.463549 0.488525 -0.258611 -0.0320 -0.0224 -0.1472 -0.10
C -1.417218 -0.436543 -3.193485 0.0066 -0.0032 -0.0114 -0.02
C -2.789802 -2.495798 -2.864516 -0.0067 0.0086 0.0135 -0.02
N 0.500515 1.279664 7.075814 0.0006 0.0035 0.0049 0.20
C 0.807682 2.632297 3.862892 0.0053 0.0121 -0.0067 0.03
H -3.631163 -2.932212 -2.324970 -0.0032 -0.0032 -0.0028 0.09
N -0.052328 3.150756 -0.735587 -0.0002 -0.0174 0.0040 0.12
C 2.078398 4.182285 -0.597315 0.0014 0.0015 -0.0076 -0.17
C 0.013833 5.448314 -1.345915 0.0006 0.0069 0.0014 0.02
C 3.153661 -1.676201 -1.514221 -0.0055 0.0080 -0.0079 -0.17
H 0.575450 -4.354106 2.033728 -0.0049 0.0083 0.0116 0.10
H -4.054430 1.516337 2.079794 0.0004 0.0012 0.0023 0.10
H -3.808285 0.799981 -2.680701 0.0034 0.0034 -0.0014 0.08
C 4.298394 5.007671 -0.331685 0.0058 -0.0002 -0.0001 -0.02
H -1.286930 0.616164 -2.940112 0.0026 0.0044 0.0039 0.08
H 1.468293 -2.934319 1.471340 -0.0012 0.0034 -0.0008 0.08
Al 0.987222 1.444112 -0.316680 0.0347 0.0649 0.0518 -0.16
C -2.656838 -1.017574 -2.525537 0.0063 0.0290 -0.0125 -0.63
H -1.568488 -5.030479 0.809035 0.0080 -0.0066 -0.0070 0.10
H 2.653225 -1.952917 -3.582684 0.0014 -0.0074 -0.0043 0.12
H -5.167565 -0.820544 2.139432 -0.0014 0.0015 -0.0039 0.09
C -3.050834 -0.396171 2.039144 -0.0150 -0.0157 -0.0107 -0.62
C 3.829423 -3.570331 -2.787672 0.0056 0.0027 0.0028 -0.06
C -1.628378 -4.023432 0.393961 0.0045 0.0247 0.0185 -0.01
C 0.937903 2.646894 2.490180 -0.0007 -0.0023 0.0220 -0.06
H 0.577069 6.358283 -1.488140 -0.0013 0.0006 0.0010 0.12
C -2.048206 4.237555 -1.429422 0.0030 0.0038 0.0008 0.00
H 0.988892 3.585682 1.953790 -0.0008 -0.0029 -0.0074 0.12
H -3.108309 4.173482 -1.626980 -0.0007 -0.0003 -0.0003 0.12
H 0.772558 -0.738616 4.213212 0.0001 -0.0011 0.0019 0.14
C 4.691298 3.735729 0.050590 -0.0030 -0.0019 -0.0024 -0.01
H -3.444214 1.053727 0.485817 0.0062 0.0067 -0.0007 0.08
H -1.878672 -3.028364 -2.588411 -0.0029 -0.0058 0.0020 0.07
H -4.781619 -0.659864 -2.445449 -0.0006 0.0006 0.0007 0.09
C 3.739804 2.732692 0.086168 0.0006 -0.0004 0.0005 -0.05
H -2.609447 -1.442070 3.870877 0.0015 -0.0026 -0.0002 0.09
N 2.464375 -0.421436 -1.411833 0.0213 -0.0199 0.0409 -0.11
C 4.441490 -3.388290 -0.469791 -0.0057 0.0067 -0.0097 -0.07
O -1.884625 -0.986732 1.441733 0.0325 0.0052 0.0465 -0.10
C 2.972199 5.237981 -0.661309 -0.0060 0.0014 0.0019 0.02
H 0.971148 -0.529899 1.746386 0.0094 0.0013 -0.0012 0.10
Si -1.297772 -0.870219 -0.083992 -0.0746 0.0404 0.0063 0.06
H -1.853348 6.309741 -1.953718 -0.0002 0.0007 -0.0001 0.12
H 0.657276 -5.315998 -0.370926 0.0008 0.0001 0.0002 0.10
C -3.903152 -0.254536 -2.948548 -0.0050 0.0024 0.0051 -0.02
H -2.955447 -2.628805 -3.934674 0.0036 0.0012 0.0006 0.09
H 5.016559 5.815237 -0.374975 0.0006 0.0000 0.0000 0.12
H -2.229580 -3.411207 1.064982 -0.0059 -0.0099 -0.0010 0.07
C 3.163913 -2.358776 -2.722253 -0.0104 0.0004 0.0078 -0.01
C -0.226605 -3.444301 0.241498 -0.0419 -0.0061 -0.0112 -0.61
C 0.824488 0.235887 3.749878 0.0081 0.0093 -0.0088 0.03
H -0.112382 -2.738264 2.278198 -0.0149 -0.0031 -0.0003 0.08
O -2.580974 -0.880910 -1.095617 0.0082 -0.0580 0.0127 -0.09
C -2.813100 -0.422409 3.541583 0.0012 0.0034 0.0058 -0.02
H -2.128316 -4.082544 -0.572253 -0.0064 0.0046 -0.0029 0.08
H 5.716123 3.516871 0.312565 0.0004 -0.0004 -0.0006 0.12
H 4.979489 -5.037607 -1.727108 0.0004 -0.0005 0.0003 0.11
H 1.592731 -3.887070 -0.839345 0.0024 0.0074 0.0103 0.06
H -4.054455 -0.325663 -4.026271 0.0006 -0.0004 -0.0003 0.09
C -1.361985 3.117822 -0.993041 -0.0041 0.0076 0.0141 -0.04
H -1.959849 0.206236 3.803206 -0.0089 0.0016 -0.0029 0.07
H -1.835274 2.157780 -0.840174 -0.0046 -0.0135 -0.0098 0.11
N 1.002767 1.531215 1.757463 -0.0024 0.0060 -0.0148 0.09
```
Forces are in eV/Å.

Calculated values
Total energy = -71677.3456 eV
Largest force on an atom = 0.15 eV Å⁻¹
Energy above the lowest of the compared OMol25 structures with the same formula, charge and spin = 0.0 kJ/mol
HOMO energy = -11.41 eV
Total charge = +1